Below is a 2-piece molecular cluster, C4H13NO2S overall, with properties calculated with ωB97M-V with the def2-TZVPD basis set.

Computed properties:
* strongest force on any atom: 5.50 eV Å⁻¹
* HOMO level: -0.328 hartree
* net charge: 0
* LUMO level: 0.62 eV
* frontier orbital gap: 9.538 eV
* SMILES string: N[C@@H](CO)CCS.O

Geometry as XYZ:
```
21
Properties=species:S:1:pos:R:3:forces:R:3
N -1.511 -0.219 -0.472 0.2895 -1.6258 -0.3793
C -0.421 -0.117 0.479 1.3949 0.2378 1.4410
C -0.613 -0.620 2.034 1.0745 4.7964 -2.4630
O -1.924 -0.225 2.199 -2.5196 1.2477 2.4408
C 0.812 -0.845 -0.119 0.4577 2.7272 0.5964
C 1.771 0.329 -0.736 0.4874 -2.0187 -0.8857
S 2.453 1.547 0.510 -0.4090 -0.4506 -0.8880
H -1.800 -1.165 -0.800 0.7985 0.7496 0.6756
H -2.326 0.185 -0.123 -1.5417 0.8873 0.8467
H -0.317 1.041 0.645 0.3350 -2.0834 -0.5419
H 0.164 0.004 2.677 -1.4555 -1.6826 -1.1632
H -0.547 -1.645 2.081 0.4176 -2.3807 0.5627
H -2.093 0.522 2.829 0.6745 -1.2796 -0.8191
H 1.172 -1.605 0.597 0.9452 1.1215 0.2867
H 0.485 -1.549 -0.845 -0.3628 0.0405 -1.5332
H 1.213 0.849 -1.613 1.1067 -0.9509 1.8149
H 2.715 -0.170 -1.141 -1.3621 0.6648 0.2355
H 3.220 2.142 -0.437 -0.2171 -0.0850 0.4537
O -0.537 0.643 -2.868 1.8577 2.0105 -0.0753
H -1.217 0.037 -2.956 -2.0241 -2.0147 -0.8029
H -0.701 0.861 -1.942 0.0528 0.0889 0.1975
```
Positions in Å, forces in eV/Å.

Löwdin atomic charge list, values in e, 8 entries: N 0.02; C -0.40; C -0.21; O -0.10; C -0.19; C -0.51; S 0.62; H 0.12